1.
A structure of composition C35H57BiO3PSi2, computed with ωB97M-V with the def2-TZVPD basis set.

```
99
Properties=species:S:1:pos:R:3:lowdin_charge:R:1
O -0.356 -1.583 -2.949 -0.162
O 0.779 0.599 -4.694 -0.233
C 0.224 -2.931 -3.371 -0.132
C -0.584 -4.072 -2.818 -0.044
H 1.244 -2.926 -2.996 0.113
H 0.255 -2.852 -4.452 0.118
H -0.682 -4.057 -1.718 0.093
H -0.052 -4.998 -3.073 0.100
H -1.569 -4.140 -3.305 0.093
C -1.671 -1.123 -3.606 -0.104
C -1.618 -1.398 -5.074 -0.055
H -1.716 -0.056 -3.379 0.127
H -2.459 -1.665 -3.083 0.101
H -0.812 -0.820 -5.541 0.077
H -2.567 -1.083 -5.528 0.110
H -1.512 -2.462 -5.303 0.084
C 0.350 1.935 -4.412 -0.258
C 2.096 0.402 -5.208 -0.266
C -0.751 2.300 -5.379 -0.064
H 1.187 2.648 -4.462 0.127
H -0.040 1.928 -3.379 0.112
H -0.380 2.295 -6.407 0.078
H -1.125 3.303 -5.172 0.084
H -1.578 1.589 -5.318 0.064
C 2.100 0.480 -6.720 -0.069
H 2.382 -0.607 -4.875 0.114
H 2.804 1.121 -4.766 0.120
H 1.321 -0.160 -7.150 0.080
H 3.071 0.166 -7.106 0.081
H 1.919 1.510 -7.048 0.078
H -0.166 -1.446 -1.938 0.057
Bi 0.222 -0.730 0.454 1.463
C 1.671 -0.535 -1.476 -0.419
Si 3.365 -0.009 -0.820 0.392
H 1.839 -1.474 -2.021 -0.023
H 1.218 0.234 -2.122 -0.007
C 4.662 -1.025 -1.736 -0.187
C 3.690 -0.332 1.008 -0.193
C 3.565 1.828 -1.124 -0.159
C -1.917 -1.450 -0.091 -0.451
Si -3.405 -0.288 -0.117 0.388
H -2.052 -2.141 0.764 0.001
H -1.848 -2.071 -0.997 -0.041
C -4.665 -0.953 -1.335 -0.187
C -2.972 1.461 -0.603 -0.170
C -4.162 -0.219 1.585 -0.170
H 2.999 2.138 -2.013 0.026
H 4.627 2.059 -1.296 0.042
H 3.227 2.426 -0.265 0.007
H 4.488 -2.101 -1.578 0.035
H 5.661 -0.786 -1.345 0.035
H 4.663 -0.826 -2.817 0.026
H 3.243 -1.285 1.332 0.018
H 3.325 0.473 1.667 0.010
H 4.784 -0.409 1.143 0.044
H -3.246 1.645 -1.650 0.029
H -1.912 1.714 -0.471 -0.008
H -3.559 2.152 0.018 0.042
H -5.019 0.468 1.590 0.048
H -3.455 0.136 2.343 0.001
H -4.535 -1.203 1.895 0.044
H -5.643 -0.490 -1.149 0.041
H -4.787 -2.038 -1.222 0.037
H -4.393 -0.742 -2.376 0.013
O 0.048 2.360 0.227 -0.018
C 0.541 1.594 1.035 -0.448
C 1.332 1.960 2.234 -0.282
C 2.255 3.015 2.184 -0.033
C 3.121 3.223 3.257 -0.051
C 3.076 2.387 4.377 -0.043
C 2.139 1.346 4.448 -0.050
C 1.239 1.153 3.404 -0.330
P -0.040 -0.124 3.378 0.984
C 0.302 -1.128 4.863 -0.392
C 0.770 -2.446 4.685 -0.090
C 1.016 -3.246 5.802 -0.077
C 0.811 -2.742 7.093 -0.070
C 0.366 -1.429 7.272 -0.065
C 0.115 -0.621 6.160 -0.116
C -1.535 0.807 3.929 -0.365
C -2.513 0.150 4.701 -0.122
C -3.687 0.811 5.059 -0.078
C -3.915 2.119 4.625 -0.079
C -2.955 2.773 3.850 -0.072
C -1.766 2.128 3.503 -0.080
H 2.274 3.667 1.310 0.120
H 3.833 4.054 3.220 0.116
H 3.765 2.547 5.211 0.116
H 2.111 0.696 5.320 0.101
H 0.923 -2.826 3.671 0.094
H 1.367 -4.271 5.666 0.107
H 0.997 -3.375 7.962 0.109
H 0.206 -1.026 8.274 0.111
H -0.237 0.402 6.308 0.119
H -2.342 -0.876 5.028 0.111
H -4.425 0.300 5.674 0.110
H -4.838 2.631 4.890 0.108
H -3.120 3.798 3.509 0.111
H -1.010 2.662 2.922 0.097
```

Properties
Total charge: +1
Total energy in eV: -74238.257
E_HOMO in Eh: -0.351
Strongest force on any atom in eV/Å: 2.33
LUMO energy in eV: -2.489
Energy above the lowest of the compared OMol25 structures with the same formula, charge and spin in kcal/mol: 24.45



2.
A structure of composition C35H57DyO3PSi2, computed with ωB97M-V with the def2-TZVPD basis set.

```
99
Properties=species:S:1:pos:R:3:mulliken_spin:R:1
O 1.606 2.799 -1.925 -0.069
O 1.414 -2.036 -5.714 0.000
C 0.437 3.318 -2.628 0.005
C 0.254 4.810 -2.463 0.000
H -0.400 2.776 -2.160 0.003
H 0.500 3.049 -3.700 -0.001
H 0.099 5.088 -1.410 0.000
H -0.628 5.171 -3.027 0.000
H 1.124 5.359 -2.856 0.000
C 2.200 1.672 -2.630 0.003
C 2.224 1.610 -4.163 0.001
H 1.613 0.782 -2.318 0.002
H 3.219 1.570 -2.248 -0.001
H 1.287 1.173 -4.549 0.000
H 3.013 0.900 -4.473 0.000
H 2.401 2.579 -4.643 0.000
C 1.844 -2.790 -4.578 0.000
C 0.044 -2.294 -6.007 0.000
C 3.316 -2.536 -4.341 0.000
H 1.684 -3.879 -4.717 0.000
H 1.258 -2.478 -3.689 0.000
H 3.911 -2.762 -5.225 0.000
H 3.665 -3.183 -3.542 0.000
H 3.502 -1.504 -4.037 0.000
C -0.292 -1.825 -7.407 0.000
H -0.582 -1.747 -5.280 0.000
H -0.215 -3.363 -5.919 0.000
H -0.064 -0.766 -7.546 0.000
H -1.354 -1.976 -7.595 0.000
H 0.251 -2.401 -8.160 0.000
H -1.550 -0.986 -1.072 -0.011
Dy 1.040 1.909 0.774 5.806
C -2.029 -0.948 -2.039 0.006
Si -3.486 -2.077 -1.720 0.001
H -2.285 0.091 -2.328 0.001
H -1.221 -1.292 -2.715 -0.001
C -4.642 -2.027 -3.194 0.000
C -4.293 -1.468 -0.146 -0.001
C -2.739 -3.796 -1.561 0.000
C 2.986 2.857 0.566 -0.362
Si 4.244 1.540 0.820 -0.012
H 3.195 3.716 1.213 -0.017
H 2.942 3.264 -0.465 0.043
C 5.884 2.026 0.093 -0.018
C 3.691 -0.051 -0.015 -0.011
C 4.402 1.173 2.645 0.000
H -1.890 -3.941 -2.254 0.000
H -3.521 -4.515 -1.836 0.000
H -2.440 -4.005 -0.521 0.000
H -5.146 -1.046 -3.244 0.000
H -5.383 -2.832 -3.045 0.000
H -4.083 -2.199 -4.134 0.000
H -4.097 -0.404 0.033 0.000
H -3.955 -2.035 0.732 0.000
H -5.374 -1.588 -0.271 0.000
H 4.611 -0.489 -0.418 -0.001
H 3.001 0.061 -0.858 0.005
H 3.257 -0.753 0.701 0.002
H 5.464 0.978 2.859 0.001
H 3.825 0.279 2.916 0.001
H 4.075 2.019 3.262 -0.001
H 6.682 1.562 0.687 -0.002
H 6.004 3.116 0.081 -0.001
H 5.955 1.664 -0.940 0.001
O 0.938 -0.197 1.422 -0.154
C -0.202 -0.512 1.863 -0.148
C -0.771 -1.692 2.363 -0.067
C -0.364 -3.035 2.155 -0.037
C -1.137 -4.071 2.655 0.006
C -2.306 -3.825 3.390 -0.019
C -2.711 -2.501 3.651 0.013
C -1.931 -1.433 3.179 -0.055
P -2.491 0.250 3.411 0.005
C -2.754 0.362 5.229 0.004
C -3.586 1.394 5.709 0.001
C -3.702 1.628 7.072 -0.001
C -3.026 0.812 7.985 0.000
C -2.294 -0.292 7.531 0.000
C -2.182 -0.529 6.155 0.000
C -1.021 1.325 3.051 0.016
C 0.092 1.407 3.908 0.040
C 1.029 2.422 3.739 -0.043
C 0.773 3.523 2.905 0.094
C -0.427 3.545 2.153 -0.038
C -1.311 2.448 2.215 -0.021
H 0.546 -3.212 1.592 -0.002
H -0.848 -5.098 2.440 0.000
H -2.914 -4.668 3.752 0.000
H -3.640 -2.331 4.211 0.000
H -4.120 2.006 4.993 0.001
H -4.299 2.460 7.436 0.000
H -3.083 1.011 9.057 0.000
H -1.798 -0.966 8.243 0.000
H -1.626 -1.411 5.815 0.000
H 0.261 0.612 4.631 0.006
H 1.984 2.377 4.266 0.000
H 1.471 4.365 2.875 0.012
H -0.740 4.459 1.637 -0.001
H -2.263 2.446 1.660 0.013
```

Properties
Total charge: +1
Total energy in eV: -92480.953
2S+1: 6
E_HOMO (alpha / beta) in Eh: -0.328 / -0.356
Strongest force on any atom in eV/Å: 3.49
LUMO energy (alpha / beta) in eV: -4.067 / -3.495
Energy above the lowest of the compared OMol25 structures with the same formula, charge and spin in kcal/mol: 18.12



3.
A cluster of 8 separate species, C35H57N2O15 in total, computed with ωB97M-V with the def2-TZVPD basis set.

```
109
Properties=species:S:1:pos:R:3:lowdin_charge:R:1
C -0.049 1.088 -1.235 0.188
C 0.185 -0.130 -0.763 -0.038
N 0.313 -1.388 0.070 -0.092
C -1.054 -1.955 0.278 -0.114
C -2.173 -0.939 0.841 -0.219
N -3.315 -0.680 -0.113 -0.007
C 1.168 -1.091 1.254 -0.142
C 0.616 -1.347 2.725 -0.120
C 0.198 0.110 3.378 -0.218
O -0.925 -0.065 4.304 -0.124
H -0.542 2.082 -1.582 0.099
H 0.835 -2.060 -0.549 0.189
H -0.965 -2.938 0.903 0.157
H -1.435 -2.315 -0.768 0.142
H -2.666 -1.408 1.793 0.134
H -1.751 0.083 1.195 0.113
H -3.085 -0.962 -1.081 0.047
H -3.505 0.342 -0.143 0.079
H 1.495 0.030 1.188 0.150
H 2.167 -1.688 1.133 0.133
H -0.183 -2.155 2.873 0.118
H 1.526 -1.685 3.381 0.129
H 1.124 0.521 3.960 0.137
H -0.071 0.842 2.531 0.110
H -1.765 0.184 3.808 0.070
O -3.317 1.149 4.734 0.060
C -3.995 0.473 5.477 -0.438
O -4.788 -0.552 5.064 0.038
C -5.527 -1.057 6.181 -0.157
C -4.738 -0.643 7.399 -0.158
C -4.122 0.666 6.961 -0.065
H -6.528 -0.616 6.165 0.134
H -5.617 -2.142 6.103 0.130
H -5.348 -0.560 8.300 0.125
H -3.946 -1.374 7.594 0.124
H -4.785 1.514 7.155 0.143
H -3.147 0.826 7.422 0.136
O 4.451 -1.319 0.347 0.087
C 5.008 -0.980 1.366 -0.471
O 4.496 -1.166 2.614 0.010
C 5.360 -0.550 3.576 -0.157
C 6.703 -0.450 2.897 -0.157
C 6.324 -0.259 1.446 -0.077
H 4.950 0.431 3.835 0.132
H 5.403 -1.165 4.478 0.132
H 7.328 0.352 3.296 0.126
H 7.249 -1.392 3.013 0.127
H 6.169 0.795 1.201 0.141
H 7.059 -0.706 0.776 0.132
O -5.767 -0.571 -6.314 0.123
C -5.208 -0.228 -5.301 -0.469
O -5.716 -0.408 -4.048 0.036
C -4.851 0.212 -3.095 -0.176
C -3.508 0.309 -3.779 -0.178
C -3.892 0.493 -5.229 -0.077
H -5.259 1.194 -2.839 0.132
H -4.804 -0.398 -2.190 0.100
H -2.881 1.113 -3.386 0.107
H -2.962 -0.634 -3.661 0.117
H -4.048 1.546 -5.479 0.139
H -3.159 0.042 -5.899 0.133
O -2.005 -4.822 -1.298 0.111
C -0.876 -5.238 -1.433 -0.474
O 0.159 -4.501 -1.931 0.000
C 1.316 -5.336 -2.053 -0.161
C 1.085 -6.479 -1.094 -0.160
C -0.419 -6.635 -1.126 -0.074
H 1.395 -5.673 -3.090 0.135
H 2.211 -4.763 -1.798 0.126
H 1.626 -7.386 -1.368 0.126
H 1.402 -6.188 -0.087 0.122
H -0.742 -7.301 -1.930 0.143
H -0.808 -6.974 -0.164 0.135
O -0.344 2.870 -4.132 0.072
C 0.853 2.939 -4.311 -0.482
O 1.619 1.913 -4.770 0.029
C 2.996 2.307 -4.755 -0.167
C 2.978 3.815 -4.777 -0.152
C 1.711 4.138 -4.018 -0.080
H 3.463 1.909 -3.849 0.120
H 3.507 1.892 -5.627 0.126
H 3.875 4.262 -4.344 0.125
H 2.889 4.170 -5.809 0.127
H 1.886 4.198 -2.941 0.134
H 1.246 5.054 -4.386 0.133
O -7.063 5.453 4.832 0.118
C -6.279 4.868 4.125 -0.473
O -5.289 4.055 4.591 0.029
C -4.483 3.616 3.494 -0.173
C -5.358 3.764 2.273 -0.169
C -6.216 4.958 2.626 -0.084
H -3.589 4.246 3.443 0.133
H -4.177 2.580 3.654 0.088
H -4.790 3.890 1.348 0.114
H -5.992 2.877 2.161 0.122
H -5.738 5.900 2.345 0.136
H -7.210 4.883 2.185 0.131
O 6.707 2.562 -2.966 0.111
C 6.815 1.543 -3.605 -0.471
O 5.819 1.012 -4.370 0.001
C 6.248 -0.248 -4.895 -0.161
C 7.756 -0.203 -4.856 -0.161
C 8.027 0.655 -3.641 -0.080
H 5.838 -1.045 -4.267 0.129
H 5.870 -0.370 -5.913 0.130
H 8.214 -1.193 -4.804 0.122
H 8.136 0.299 -5.752 0.126
H 8.063 0.063 -2.723 0.132
H 8.939 1.241 -3.758 0.134
```

Properties
Total charge: +1
Total energy in eV: -70901.748
E_HOMO in Eh: -0.420
Strongest force on any atom in eV/Å: 7.85
LUMO energy in eV: -2.614



4.
A structure of composition C35H57N2O2P2Sn, computed with ωB97M-V with the def2-TZVPD basis set.

```
99
Properties=species:S:1:pos:R:3:lowdin_charge:R:1
C -1.993 -1.641 -0.959 -0.306
C 0.092 -1.343 -1.953 -0.304
C -2.350 -2.593 -1.916 0.026
C -0.222 -2.241 -2.969 0.023
C -1.472 -2.881 -2.954 0.035
H -3.323 -3.065 -1.814 0.140
H 0.515 -2.416 -3.756 0.137
H -1.736 -3.589 -3.732 0.139
N -0.742 -1.128 -0.911 0.012
P -2.671 0.569 0.645 1.108
P 2.274 -0.430 -0.331 1.181
C -3.025 -1.143 0.047 -0.207
H -4.036 -1.187 -0.389 0.108
H -3.042 -1.810 0.926 0.103
C 0.198 3.126 2.547 0.024
O 0.946 3.799 3.092 0.127
C 1.330 -0.464 -1.997 -0.275
H 2.029 -0.803 -2.773 0.124
C 3.691 0.841 -0.491 -0.635
C 2.927 -2.152 0.090 -0.621
C -3.329 1.710 -0.715 -0.637
C -3.511 0.830 2.332 -0.642
C 3.225 2.182 0.123 -0.099
H 3.098 2.111 1.214 0.081
H 4.006 2.930 -0.089 0.117
H 2.284 2.532 -0.321 0.044
C 4.947 0.397 0.279 -0.066
H 4.761 0.312 1.357 0.089
H 5.365 -0.545 -0.099 0.080
H 5.712 1.178 0.135 0.116
C 4.056 1.068 -1.968 -0.048
H 5.015 1.610 -1.984 0.118
H 4.192 0.136 -2.533 0.084
H 3.305 1.686 -2.476 0.081
C 3.470 -2.096 1.541 -0.066
H 2.984 -1.308 2.138 0.055
H 3.274 -3.050 2.051 0.095
H 4.555 -1.930 1.554 0.085
C 1.741 -3.137 0.053 -0.081
H 0.903 -2.761 0.661 0.055
H 1.388 -3.324 -0.972 0.082
H 2.067 -4.101 0.483 0.113
C 4.001 -2.563 -0.944 -0.041
H 4.144 -1.850 -1.768 0.069
H 4.971 -2.712 -0.447 0.100
H 3.723 -3.522 -1.405 0.103
C -3.194 2.260 2.830 -0.073
H -3.378 2.286 3.916 0.115
H -2.141 2.549 2.667 0.021
H -3.856 3.005 2.368 0.081
C -2.930 -0.155 3.360 -0.084
H -3.144 -1.204 3.102 0.089
H -1.846 -0.033 3.489 0.061
H -3.407 0.055 4.332 0.117
C -5.033 0.586 2.229 -0.052
H -5.388 0.171 3.184 0.110
H -5.581 1.526 2.070 0.094
H -5.315 -0.136 1.449 0.086
C -2.682 1.407 -2.096 -0.052
H -3.467 1.391 -2.873 0.112
H -1.935 2.168 -2.363 0.079
H -2.170 0.440 -2.141 0.054
C -3.022 3.165 -0.318 -0.071
H -1.958 3.317 -0.078 0.073
H -3.274 3.807 -1.176 0.117
H -3.632 3.495 0.532 0.073
C -4.843 1.505 -0.846 -0.060
H -5.100 0.463 -1.069 0.089
H -5.386 1.825 0.048 0.075
H -5.183 2.128 -1.685 0.119
Sn -0.015 0.687 0.593 1.241
N 0.325 1.689 -1.285 -0.072
C 0.830 0.994 -2.233 -0.391
C 0.950 1.592 -3.614 -0.196
C 0.900 2.992 -3.676 -0.036
C 1.094 0.850 -4.802 -0.020
C 1.045 3.663 -4.893 -0.032
H 0.751 3.535 -2.738 0.113
C 1.195 1.520 -6.026 -0.042
H 1.115 -0.243 -4.763 0.102
C 1.185 2.919 -6.075 -0.029
H 1.049 4.750 -4.915 0.121
H 1.284 0.943 -6.948 0.123
H 1.285 3.434 -7.033 0.127
C 0.505 -3.746 3.315 -0.051
C -0.428 -2.580 3.046 -0.272
O 0.242 -1.345 2.780 -0.316
C 0.794 -0.594 3.884 -0.269
C 0.475 -1.118 5.261 -0.050
H 1.530 -3.474 3.599 0.085
H 0.587 -4.411 2.442 0.076
H 0.052 -4.331 4.116 0.097
H -1.047 -2.754 2.155 0.111
H -1.103 -2.440 3.897 0.103
H 1.883 -0.546 3.712 0.110
H 0.421 0.443 3.773 0.085
H 0.882 -2.116 5.423 0.089
H 0.943 -0.439 5.980 0.106
H -0.596 -1.129 5.488 0.088
```

Properties
Total charge: +3
Total energy in eV: -68677.501
E_HOMO (alpha / beta) in Eh: -0.598 / -0.598
Strongest force on any atom in eV/Å: 3.31
LUMO energy (alpha / beta) in eV: -11.599 / -11.599